1.
Computed, not measured: the molecule C6H10O2 in a non-equilibrium geometry, with ωB97M-V/def2-TZVPD.

XYZ file:
```
18
C6H10O2 (ωB97M-V/def2-TZVPD)
O -0.75157 -0.38386 1.75824
C -0.75503 -0.56477 0.29770
C 0.52445 -1.36335 -0.12429
C 1.64642 -0.35884 -0.17958
O 1.21675 0.72997 0.83156
C 0.13997 1.56447 0.17016
C -0.71714 0.66169 -0.57800
C -1.93757 -0.06868 -0.28414
H 0.33380 -0.22340 1.81481
H 0.55749 -1.97744 -1.04249
H 0.49260 -2.20658 0.66833
H 1.72326 0.28102 -1.17874
H 2.73350 -0.76180 -0.16507
H -0.60227 2.15825 0.87093
H 0.71091 2.28740 -0.43345
H -0.23780 0.36086 -1.46524
H -2.34601 -0.55337 -1.25022
H -2.73175 0.41844 0.28950
```

Computed properties:
Maximum force = 5.43 eV Å⁻¹
Kohn-Sham gap = 0.351 Ha
Electronic energy = -10474.120 eV
Molecular weight = 114.14 g/mol
Relative energy (zero: lowest compared OMol25 entry of this formula, charge and spin) = 116.5 kcal/mol
LUMO level = 0.9 eV
E_HOMO = -8.7 eV
Net charge = 0

These are the Mulliken partial charges, in e, on atoms 1 to 2:
1 O -0.63
2 C 0.82

2.
Computed, not measured: a cluster of 9 separate species, C11H42N8O9 in total in a non-equilibrium geometry, with ωB97M-V/def2-TZVPD.

XYZ file:
```
70
C11H42N8O9 (ωB97M-V/def2-TZVPD)
C -0.70063 4.10882 -0.39104
O -0.56064 4.58518 0.96762
C -0.83740 3.61930 1.97149
C -0.15900 4.03544 3.29833
C -0.18718 2.95045 4.34760
N -0.66762 5.25106 3.82604
H -1.58526 3.53071 -0.65810
H 0.05359 3.34483 -0.57964
H -0.54749 4.87208 -1.15399
H -1.91657 3.61529 2.12469
H -0.67980 2.57455 1.70360
H 0.83911 4.40560 3.06415
H 0.58083 2.21498 4.10814
H -1.11999 2.41672 4.52957
H 0.06801 3.29966 5.34811
H -0.76862 5.86367 3.02942
H -1.62293 4.97933 4.00946
C 3.02369 3.43106 -4.45233
O 3.74700 4.00931 -3.35069
C 4.00202 2.98404 -2.30678
C 4.68081 3.62654 -1.06867
C 4.81673 2.73966 0.18123
N 3.83022 4.68626 -0.59878
H 2.87840 4.04781 -5.33924
H 2.00592 3.25208 -4.10563
H 3.35138 2.47851 -4.86870
H 3.21564 2.27496 -2.04810
H 4.66116 2.30373 -2.84605
H 5.64501 4.07076 -1.31585
H 5.57244 1.95694 0.11525
H 3.85023 2.33499 0.48161
H 5.21648 3.32328 1.01050
H 2.99947 4.24280 -0.23368
H 3.56292 5.04802 -1.50310
N -3.02106 -2.21285 5.30636
C -2.36369 -1.88287 4.18228
N -3.11494 -1.72801 3.11051
O -1.14918 -1.61286 4.15713
H -4.02717 -2.27758 5.36682
H -2.46338 -2.28377 6.14545
H -2.74411 -1.35473 2.24839
H -3.97050 -2.25871 3.03003
N -6.92089 -5.78777 -1.38965
C -6.04339 -4.92380 -0.92124
N -5.30204 -4.42891 -1.80626
O -6.02926 -4.60052 0.24868
H -7.59449 -6.16724 -0.73975
H -6.92891 -6.13618 -2.33762
H -4.72431 -3.63904 -1.55642
H -5.31568 -4.95338 -2.66931
N -0.23903 -5.38773 -1.95838
C 0.24830 -5.78094 -0.88450
N -0.64822 -6.24521 -0.14288
O 1.38160 -5.65663 -0.55602
H 0.46771 -5.11538 -2.62654
H -1.22511 -5.43210 -2.17238
H -0.16588 -6.58391 0.67732
H -1.58832 -6.54232 -0.36203
O -0.58837 -0.86974 -0.82803
H 0.05540 -1.47577 -0.46127
H -0.12354 -0.42637 -1.53766
O 3.01519 -2.40545 2.03490
H 2.29898 -1.95906 2.48657
H 2.61318 -3.19201 1.66620
O 3.55024 -2.53545 -3.28347
H 3.75983 -2.45329 -2.35311
H 2.88431 -1.86580 -3.43949
O -0.20734 -0.70047 -4.98347
H -0.68437 -0.06557 -5.51787
H -0.33939 -1.53699 -5.42959
```

Computed properties:
Maximum force = 9.11 eV Å⁻¹
Kohn-Sham gap = 0.329 Ha
Electronic energy = -42434.656 eV
Molecular weight = 430.50 g/mol
Relative energy (zero: lowest compared OMol25 entry of this formula, charge and spin) = 53.7 kcal/mol
LUMO level = -0.3 eV
E_HOMO = -9.2 eV
Net charge = 0

These are the Mulliken partial charges, in e, on atoms 1 to 2:
1 C -0.76
2 O -0.34

3.
Computed, not measured: a structure of composition C3H5NO2S2 in a non-equilibrium geometry, with ωB97M-V/def2-TZVPD.

XYZ file:
```
13
C3H5NO2S2 (ωB97M-V/def2-TZVPD)
C 2.95568 -0.55610 -0.01897
C -0.08165 0.66241 0.11781
C -0.46532 -0.73298 0.36773
H 2.80765 -0.44179 1.29023
H 4.19414 0.09632 -0.31488
H 3.17809 -1.58572 -0.39207
H 1.61475 1.94836 -0.03100
H -2.04461 -2.19478 -0.01854
N 1.20002 0.88445 -0.10142
O 1.73750 -0.16077 -0.81188
O -0.07048 -1.68201 1.14269
S -0.98888 1.92462 0.22662
S -1.88228 -1.01907 -0.55598
```

Computed properties:
Maximum force = 5.77 eV Å⁻¹
Kohn-Sham gap = 0.303 Ha
Electronic energy = -30441.867 eV
Molecular weight = 151.21 g/mol
Relative energy (zero: lowest compared OMol25 entry of this formula, charge and spin) = 143.9 kcal/mol
LUMO level = -0.7 eV
E_HOMO = -8.9 eV
Net charge = 0

These are the Mulliken partial charges, in e, on atoms 1 to 2:
1 C -0.54
2 C 0.00

4.
Computed, not measured: a structure of composition C19H29Cl2NO2Sn in a non-equilibrium geometry, with ωB97M-V/def2-TZVPD.

XYZ file:
```
54
C19H29Cl2NO2Sn (ωB97M-V/def2-TZVPD)
C 0.24415 -1.61871 -3.18567
C 1.08579 -0.57556 -3.59579
C 0.31535 0.61153 -3.55237
C 2.53722 -0.67794 -3.91519
C -1.01797 0.27833 -3.16831
C -1.05855 -1.13272 -3.00388
C -2.25265 -1.93368 -2.70080
C 0.66009 -3.05368 -2.87677
C 0.85633 1.99448 -3.78314
C -2.14099 1.19647 -2.95907
Sn 0.94147 0.06921 1.22569
Cl 2.07077 0.10370 -0.63973
Cl 1.81324 -2.06449 2.13922
O -0.93165 0.22858 0.33798
H 2.76613 -1.64382 -4.32751
H 3.15018 -0.55479 -2.98701
H 2.85325 0.10314 -4.60844
H 1.49563 2.29283 -2.93200
H 0.03065 2.71095 -3.85564
H 1.44702 2.02497 -4.68311
H -1.86974 2.21909 -3.24033
H -2.47080 1.19587 -1.90750
H -3.01197 0.88624 -3.57334
H -3.15928 -1.30989 -2.75024
H -2.17987 -2.43994 -1.72333
H -2.36054 -2.74616 -3.46778
H 1.73014 -3.16365 -3.00149
H 0.12820 -3.73125 -3.51219
H 0.36103 -3.27154 -1.81663
H -1.13008 1.18773 0.23236
O -1.99758 -3.51044 -0.18215
H -1.71177 -2.41561 0.19869
C -1.90175 0.12612 3.31597
N -0.66658 -0.67462 3.32866
C -1.01656 -2.08172 3.63662
C 0.34476 -0.10477 4.28933
C 0.88795 1.22274 3.82142
C 1.42386 2.23114 4.58963
C 1.81818 3.43579 3.99981
C 1.71871 3.70573 2.63665
C 1.27499 2.73637 1.77526
C 0.94496 1.61424 2.49672
H -2.67983 -0.40764 2.78034
H -1.71886 1.09048 2.84684
H -2.24341 0.30036 4.37797
H -0.08943 -2.67436 3.76156
H -1.59648 -2.12137 4.57171
H -1.58019 -2.52005 2.81144
H -0.12814 0.04842 5.26923
H 1.14364 -0.85373 4.38564
H 1.48555 2.01063 5.63451
H 2.22702 4.21306 4.62985
H 1.98689 4.64089 2.16518
H 1.17151 2.80298 0.69110
```

Computed properties:
Maximum force = 5.46 eV Å⁻¹
Kohn-Sham gap (spin up / spin down) = 0.179 / 0.081 Ha
Electronic energy = -56630.505 eV
Molecular weight = 493.06 g/mol
LUMO level (spin up / spin down) = 4.6 / 4.3 eV
E_HOMO (spin up / spin down) = -0.3 / 2.0 eV
Net charge = -2

These are the Mulliken partial charges, in e, on atoms 1 to 2:
1 C 0.90
2 C -0.20

5.
Computed, not measured: a cluster of 5 separate species, C15H32BClO4 in total in a non-equilibrium geometry, with ωB97M-V/def2-TZVPD.

XYZ file:
```
53
C15H32BClO4 (ωB97M-V/def2-TZVPD)
B 5.59428 -0.07419 -4.79846
C 4.55438 -1.28862 -4.90061
Cl 5.28552 -2.91372 -4.54208
C 3.29842 -0.98093 -3.97653
C 2.07197 -0.82103 -4.94070
H 6.71233 -0.24969 -5.16007
H 5.28384 1.01196 -4.41792
H 4.20833 -1.32492 -5.95588
H 3.16922 -1.81493 -3.27121
H 3.49441 -0.06089 -3.40379
H 2.06455 -1.70211 -5.61318
H 2.22891 0.07783 -5.56503
H 1.11643 -0.80843 -4.39218
C 1.31740 -3.86660 -1.63545
C 1.22100 -2.66519 -0.73068
C 0.82141 -2.90869 0.69862
O 1.45646 -1.54810 -1.14166
H 1.61342 -3.54683 -2.63444
H 2.06668 -4.56135 -1.25255
H 0.34766 -4.36297 -1.69825
H 1.55156 -3.56263 1.18125
H -0.17125 -3.36398 0.73517
H 0.79224 -1.95813 1.23091
C -2.12118 1.46020 1.94569
C -0.89218 0.79523 1.38671
C 0.07070 1.66353 0.62370
O -0.67804 -0.38991 1.53979
H -2.72681 0.72215 2.46955
H -1.83295 2.23782 2.64584
H -2.71321 1.88871 1.13513
H 0.44965 2.45497 1.27262
H -0.42929 2.10026 -0.24261
H 0.90738 1.05668 0.27743
C -2.79242 6.15889 2.95241
C -1.56589 5.48707 2.39518
C -0.59566 6.34445 1.62726
O -1.36752 4.30304 2.55812
H -3.39940 5.42422 3.47948
H -2.50120 6.94264 3.65356
H -3.38356 6.58664 2.14102
H -0.20893 7.13627 2.27075
H -1.09116 6.78037 0.75818
H 0.23717 5.73145 1.28563
C -2.34848 -2.32930 3.03495
C -3.10585 -3.55232 2.59244
C -4.47282 -3.77578 3.18655
O -2.63607 -4.32819 1.78899
H -1.39101 -2.29653 2.53028
H -2.90939 -1.43264 2.77707
H -2.17731 -2.36857 4.11325
H -5.12827 -2.93969 2.93681
H -4.39524 -3.87657 4.27037
H -4.90020 -4.69098 2.77857
```

Computed properties:
Maximum force = 1.64 eV Å⁻¹
Kohn-Sham gap = 0.340 Ha
Electronic energy = -37461.387 eV
Molecular weight = 322.68 g/mol
LUMO level = 0.2 eV
E_HOMO = -9.1 eV
Net charge = 0

These are the Mulliken partial charges, in e, on atoms 1 to 2:
1 B 0.23
2 C -0.18

6.
Computed, not measured: a cluster of 2 separate species, C3H7NOS in total in a non-equilibrium geometry, with ωB97M-V/def2-TZVPD.

XYZ file:
```
13
C3H7NOS (ωB97M-V/def2-TZVPD)
C 0.05248 1.84488 0.38248
C -0.79635 0.54884 0.00961
N -0.28593 -0.52456 0.28454
C -0.78348 -1.85692 -0.04535
H -0.52333 2.70015 0.67614
H 0.54108 2.18113 -0.48547
H 0.86158 1.62658 1.08927
H -1.73980 0.75450 -0.47271
H -1.60995 -1.87191 -0.70452
H -0.04489 -2.48076 -0.26219
H -1.28485 -2.17336 1.03542
O 2.90487 -0.25630 -1.44862
S 2.70857 -0.49226 -0.05862
```

Computed properties:
Maximum force = 7.56 eV Å⁻¹
Kohn-Sham gap (spin up / spin down) = 0.279 / 0.279 Ha
Electronic energy = -17593.746 eV
Molecular weight = 105.16 g/mol
Relative energy (zero: lowest compared OMol25 entry of this formula, charge and spin) = 96.5 kcal/mol
LUMO level (spin up / spin down) = -0.8 / -0.8 eV
E_HOMO (spin up / spin down) = -8.4 / -8.4 eV
Net charge = 0

These are the Mulliken partial charges, in e, on atoms 1 to 2:
1 C -1.10
2 C 0.02

The lowest electronic energy belongs to which entry?
C19H29Cl2NO2Sn